The following is a quantum chemistry calculation of C29H27AsLuN3OS2 as an isolated structure at a distorted geometry, from OMol25.

```
64
Properties=species:S:1:pos:R:3:mulliken_charge:R:1
Lu 0.186 -0.021 -1.165 2.0124
C 3.967 3.466 -3.176 -0.8539
S 2.341 4.215 -2.928 0.0515
C 1.386 2.871 -2.432 0.5284
S 1.988 1.230 -2.537 -0.5586
N 0.169 3.214 -2.035 -1.2751
N -0.653 2.164 -1.841 0.5185
C -1.927 2.321 -1.846 -0.6942
C -2.777 1.187 -1.501 1.2186
C -4.150 1.391 -1.492 -0.9729
C -4.973 0.325 -1.210 -0.5349
C -4.361 -0.899 -0.892 -0.8121
C -2.973 -1.023 -0.956 -0.2130
N -2.183 0.020 -1.329 -0.1002
H 4.608 4.260 -3.613 0.3797
H 3.833 2.687 -3.889 0.3318
H 4.421 3.193 -2.238 0.2828
H -2.378 3.305 -2.054 0.3730
H -4.524 2.358 -1.664 0.5444
H -6.077 0.411 -1.283 0.4301
H -4.926 -1.779 -0.643 0.4838
H -2.523 -1.989 -0.737 0.5020
C -0.273 -0.491 6.529 -0.5872
C 0.358 0.484 5.774 -0.7137
C 0.035 0.624 4.420 0.0744
C -0.909 -0.214 3.857 0.6212
C -1.587 -1.145 4.582 -0.7188
C -1.250 -1.308 5.905 -0.6600
As -1.666 -0.093 2.026 0.1733
C -0.360 1.226 1.433 1.8001
C -0.549 2.606 1.418 -1.3804
C 0.455 3.483 0.976 -0.8072
C 1.713 2.952 0.688 -0.9473
C 1.924 1.577 0.744 -0.0087
C 0.909 0.712 1.139 0.1946
C 0.988 -0.778 1.075 -1.1750
C 2.054 -1.591 0.661 0.1550
C 1.904 -2.977 0.671 -0.9490
C 0.668 -3.540 0.934 -0.6559
C -0.460 -2.775 1.217 -0.9007
C -0.335 -1.369 1.341 0.6094
H -0.064 -0.624 7.565 0.4461
H 1.061 1.128 6.262 0.4398
H 0.411 1.496 3.917 0.3402
H -2.334 -1.738 4.144 0.4461
H -1.769 -2.023 6.586 0.3254
H -1.476 3.047 1.689 0.6350
H 0.339 4.568 1.026 0.4893
H 2.521 3.603 0.430 0.5752
H 2.904 1.159 0.494 0.3448
H 2.996 -1.081 0.320 0.4060
H 2.736 -3.582 0.448 0.5956
H 0.593 -4.598 0.933 0.5249
H -1.370 -3.309 1.337 0.6558
C 2.379 -2.785 -3.521 -1.1605
C 0.895 -2.535 -3.403 0.7730
C 0.004 -3.076 -4.515 -1.1872
O 0.485 -1.876 -2.400 -0.5254
H 2.482 -3.726 -4.089 0.4379
H 2.974 -2.751 -2.580 0.2432
H 2.845 -2.030 -4.170 0.3308
H -0.855 -3.626 -4.090 0.3331
H 0.591 -3.642 -5.223 0.4389
H -0.443 -2.289 -5.088 0.3261
```

## Properties
ΔE to the lowest compared entry with this formula, charge and spin   3.5 kcal per mole
DFT total energy   -5628.0423 Eh
Multiplicity   1
Charge   +2
Molar mass   747.6 g mol⁻¹